Entry 1:
{
  "formula": "C36H40AsBrGeNPS4Tc",
  "method": "ωB97M-V with the def2-TZVPD basis set",
  "e_above_lowest_kj_mol": 0.0,
  "gap_ev": [6.5, 6.9],
  "e_lumo_ev": [-0.914, -0.786],
  "max_force_ev_per_a": 0.4,
  "homo_ev": [-7.45, -7.73],
  "e_tot_ha": -10352.1372,
  "s_squared": 0.765,
  "multiplicity": 2,
  "elements": ["Tc", "S", "As", "S", "S", "S", "Br", "C", "C", "C", "C", "C", "C", "C", "C", "C", "C", "H", "H", "H", "H", "H", "H", "C", "C", "C", "C", "Ge", "C", "C", "C", "C", "H", "H", "H", "H", "H", "H", "H", "H", "H", "H", "H", "H", "H", "H", "H", "H", "H", "H", "H", "N", "P", "C", "C", "C", "C", "C", "C", "C", "C", "C", "C", "C", "C", "C", "C", "C", "C", "C", "C", "H", "H", "H", "H", "H", "H", "H", "H", "H", "H", "H", "H", "H", "H", "H"],
  "xyz": [[-0.459, -0.153, 0.703], [2.315, 1.595, 4.257], [0.872, 0.186, 4.365], [-0.839, 0.101, 3.008], [2.042, 0.109, 1.111], [0.806, -1.279, 5.765], [-0.391, -0.116, -1.888], [-2.269, -0.047, -2.145], [-2.741, -0.059, -3.421], [-4.136, 0.004, -3.620], [-4.966, 0.076, -2.542], [-4.459, 0.090, -1.219], [-5.343, 0.164, -0.114], [-4.848, 0.182, 1.149], [-3.451, 0.132, 1.373], [-2.519, 0.047, 0.361], [-3.061, 0.030, -0.979], [-2.064, -0.115, -4.263], [-4.533, -0.001, -4.626], [-6.039, 0.126, -2.682], [-6.410, 0.206, -0.300], [-5.519, 0.236, 1.997], [-3.133, 0.162, 2.405], [-0.094, 7.220, 2.871], [0.229, 5.736, 2.996], [-0.092, 4.955, 1.726], [0.319, 3.484, 1.821], [-0.118, 2.405, 0.238], [1.293, 2.753, -1.117], [1.723, 4.209, -1.308], [0.634, 5.089, -1.911], [1.106, 6.519, -2.138], [0.142, 7.766, 3.786], [-1.154, 7.373, 2.657], [0.474, 7.676, 2.057], [-0.330, 5.304, 3.832], [1.289, 5.605, 3.236], [0.397, 5.448, 0.884], [-1.169, 5.019, 1.530], [-0.184, 3.033, 2.679], [1.390, 3.388, 2.023], [-1.447, 3.006, -0.305], [0.958, 2.349, -2.074], [2.163, 2.155, -0.821], [2.602, 4.249, -1.963], [2.046, 4.631, -0.352], [-0.242, 5.093, -1.258], [0.305, 4.647, -2.857], [1.410, 6.982, -1.196], [0.324, 7.142, -2.573], [1.967, 6.547, -2.810], [-0.037, -1.963, 0.419], [1.321, -2.760, 0.507], [2.700, -1.635, 0.950], [3.743, -2.043, 1.912], [4.988, -1.571, 1.806], [5.380, -0.681, 0.717], [4.510, -0.305, -0.224], [3.102, -0.728, -0.161], [1.897, -3.485, -1.043], [3.205, -3.951, -1.194], [3.608, -4.499, -2.399], [2.709, -4.586, -3.458], [1.412, -4.122, -3.312], [1.003, -3.572, -2.103], [1.246, -4.085, 1.703], [1.592, -5.404, 1.417], [1.438, -6.382, 2.388], [0.939, -6.047, 3.639], [0.581, -4.736, 3.923], [0.721, -3.758, 2.953], [3.466, -2.731, 2.700], [5.738, -1.870, 2.527], [6.408, -0.348, 0.665], [4.813, 0.319, -1.054], [2.574, -0.829, -1.103], [3.913, -3.876, -0.375], [4.622, -4.859, -2.517], [3.028, -5.014, -4.400], [0.716, -4.187, -4.138], [-0.008, -3.206, -1.971], [1.979, -5.673, 0.443], [1.703, -7.407, 2.164], [0.818, -6.814, 4.393], [0.187, -4.465, 4.893], [0.402, -2.746, 3.167]],
  "forces_ev_per_angstrom": [[0.19, -0.08, 0.33], [0.13, 0.24, 0.00], [-0.08, -0.07, -0.18], [-0.03, -0.08, -0.01], [0.01, -0.20, 0.01], [-0.07, -0.17, 0.15], [0.06, 0.06, -0.27], [-0.06, 0.02, 0.10], [-0.15, 0.00, -0.04], [0.11, 0.00, -0.05], [0.00, 0.00, 0.09], [-0.09, 0.00, -0.02], [-0.04, 0.00, -0.10], [0.13, 0.00, 0.08], [-0.16, 0.00, -0.08], [-0.20, 0.11, -0.10], [0.04, 0.00, 0.02], [0.01, 0.01, 0.00], [0.01, -0.01, 0.00], [0.00, 0.00, 0.01], [0.00, 0.00, -0.01], [0.01, 0.01, 0.01], [0.00, -0.01, 0.03], [-0.02, 0.02, -0.02], [0.00, 0.00, 0.01], [-0.02, -0.08, 0.09], [-0.08, 0.14, 0.16], [0.08, 0.13, -0.14], [0.13, -0.05, -0.03], [-0.06, -0.03, 0.03], [0.02, 0.01, 0.01], [0.01, 0.03, 0.00], [0.00, -0.01, 0.01], [0.00, -0.01, 0.00], [0.00, -0.01, 0.00], [0.03, -0.02, 0.01], [0.00, 0.01, 0.01], [0.05, 0.01, -0.08], [0.01, 0.02, -0.03], [0.02, -0.04, 0.02], [0.01, 0.04, -0.02], [0.01, -0.12, -0.05], [0.00, 0.02, -0.04], [-0.01, 0.02, -0.01], [0.00, -0.01, -0.01], [0.01, 0.03, 0.03], [-0.02, -0.03, 0.00], [0.00, 0.01, -0.01], [0.00, -0.01, 0.00], [-0.01, -0.01, 0.00], [0.00, 0.00, 0.01], [0.30, -0.14, 0.09], [-0.10, 0.14, -0.10], [0.18, 0.04, 0.18], [-0.19, -0.02, -0.17], [0.15, 0.14, -0.15], [0.01, -0.14, 0.21], [-0.18, -0.01, -0.05], [-0.02, 0.21, -0.07], [-0.03, -0.08, -0.06], [0.01, 0.08, 0.00], [-0.03, -0.01, -0.03], [0.04, 0.00, 0.02], [-0.02, 0.02, 0.04], [-0.01, -0.06, -0.02], [-0.17, -0.12, 0.10], [0.10, 0.03, 0.04], [0.00, 0.02, 0.01], [0.00, -0.02, 0.00], [0.01, 0.03, 0.00], [0.01, -0.06, 0.04], [-0.02, 0.00, 0.01], [0.01, 0.02, 0.00], [0.01, -0.01, 0.01], [0.00, -0.01, -0.01], [0.02, -0.02, -0.02], [-0.01, 0.00, 0.01], [0.00, 0.00, 0.00], [0.00, 0.00, 0.00], [-0.01, 0.00, 0.00], [-0.01, 0.01, 0.00], [-0.02, 0.01, -0.01], [0.00, 0.00, 0.00], [0.01, 0.00, 0.00], [-0.01, -0.01, 0.01], [-0.01, 0.06, 0.00]]
}

***

Entry 2:
{
  "formula": "C36H40CeOP2",
  "method": "ωB97M-V with the def2-TZVPD basis set",
  "gap_ev": [5.0, 5.1],
  "total_charge": 2,
  "e_lumo_ev": [-7.411, -7.383],
  "max_force_ev_per_a": 7.0,
  "homo_ev": [-12.41, -12.45],
  "e_tot_ha": -2628.1055,
  "elements": ["Ce", "C", "C", "C", "C", "C", "C", "C", "C", "C", "H", "H", "H", "H", "H", "H", "H", "H", "H", "H", "H", "H", "H", "H", "H", "P", "P", "C", "C", "C", "C", "C", "C", "C", "C", "C", "C", "C", "C", "C", "C", "C", "C", "C", "C", "C", "C", "C", "C", "C", "C", "C", "C", "H", "H", "H", "H", "H", "H", "H", "H", "H", "H", "H", "H", "H", "H", "H", "H", "H", "H", "H", "H", "H", "H", "C", "O", "H", "H", "H"],
  "xyz": [[0.341, 1.295, -3.644], [-2.138, 1.312, -6.230], [-2.089, 0.044, -5.781], [-1.193, -1.056, -6.242], [0.215, -0.584, -6.658], [0.891, 0.426, -5.759], [0.757, 1.822, -5.894], [-0.010, 2.527, -6.993], [-1.385, 1.938, -7.361], [1.819, -0.684, 0.174], [-2.948, 1.943, -5.841], [-2.903, -0.302, -5.126], [-1.653, -1.566, -7.102], [-1.155, -1.834, -5.461], [0.861, -1.471, -6.698], [0.178, -0.155, -7.667], [1.762, 0.021, -5.176], [1.588, 2.440, -5.501], [0.613, 2.584, -7.897], [-0.165, 3.567, -6.682], [-1.995, 2.790, -7.696], [-1.301, 1.261, -8.224], [1.266, 0.198, 0.514], [2.679, -0.812, 0.838], [1.187, -1.581, 0.156], [-1.707, -0.822, -1.468], [2.438, -0.476, -1.477], [-0.281, -1.016, -2.663], [1.144, -0.985, -2.623], [-2.585, -2.394, -1.328], [-2.830, -3.160, -2.476], [-3.655, -4.278, -2.393], [-4.196, -4.645, -1.157], [-3.899, -3.925, 0.005], [-3.069, -2.810, -0.066], [-2.981, 0.287, -2.253], [-2.598, 1.389, -3.036], [-3.240, 2.621, -2.940], [-4.562, 2.608, -2.493], [-5.141, 1.389, -2.109], [-4.352, 0.242, -1.930], [3.989, -1.409, -1.583], [3.948, -2.788, -1.295], [5.130, -3.513, -1.155], [6.361, -2.881, -1.354], [6.411, -1.525, -1.689], [5.231, -0.787, -1.804], [2.765, 1.270, -1.879], [2.425, 2.290, -0.966], [2.312, 3.611, -1.397], [2.569, 3.951, -2.724], [2.970, 2.974, -3.644], [3.055, 1.620, -3.235], [-0.655, -1.636, -3.496], [1.622, -1.533, -3.443], [-2.399, -2.865, -3.431], [-3.876, -4.858, -3.288], [-4.851, -5.508, -1.092], [-4.312, -4.225, 0.971], [-2.797, -2.225, 0.815], [-1.907, 1.229, -3.882], [-2.738, 3.541, -3.281], [-5.145, 3.536, -2.518], [-6.208, 1.343, -1.904], [-4.783, -0.688, -1.560], [2.984, -3.286, -1.182], [5.091, -4.570, -0.892], [7.286, -3.443, -1.241], [7.368, -1.035, -1.861], [5.259, 0.270, -2.067], [2.203, 2.037, 0.075], [2.027, 4.378, -0.672], [2.478, 4.995, -3.037], [3.225, 3.258, -4.671], [3.388, 0.851, -3.942], [-0.887, 1.913, -0.551], [-0.253, 1.977, -1.815], [-1.152, 0.848, -0.311], [-1.836, 2.462, -0.605], [-0.222, 2.271, 0.247]],
  "forces_ev_per_angstrom": [[-2.20, -0.37, 6.61], [-0.70, -0.45, 0.22], [-0.75, 0.13, -0.45], [0.03, -0.20, -0.01], [0.26, -0.21, -0.06], [1.32, 1.28, -3.59], [2.04, -2.14, -3.70], [-0.40, 0.24, 0.52], [-0.03, 0.25, -0.53], [0.18, 0.43, 0.64], [0.33, -0.28, 0.11], [0.46, 0.40, 0.02], [0.11, 0.14, 0.09], [0.19, 0.30, -0.26], [-0.08, 0.22, -0.09], [0.01, -0.18, 0.23], [-0.93, 0.42, -0.27], [-0.55, -0.20, 0.08], [0.07, -0.10, 0.25], [0.12, -0.11, -0.01], [0.20, -0.38, -0.11], [-0.04, 0.11, 0.36], [-0.22, -0.38, -0.12], [-0.20, -0.12, 0.02], [0.11, 0.27, 0.20], [0.07, -0.26, 0.45], [-0.47, -0.45, -0.78], [-1.30, 0.32, -0.71], [1.06, -0.03, -0.17], [0.19, -0.71, -0.36], [-0.48, -0.15, 0.46], [0.11, -0.01, 0.11], [0.08, 0.15, 0.12], [0.07, -0.03, -0.08], [0.20, 0.41, -0.83], [-0.15, -0.35, -1.04], [0.50, 0.19, 0.39], [-0.51, -0.33, -0.65], [-0.06, 0.11, 0.23], [0.19, 0.02, 0.00], [0.35, 0.39, 0.31], [0.15, -0.29, -0.29], [-0.03, 0.15, 0.01], [-0.07, 0.21, -0.13], [-0.19, 0.25, 0.04], [-0.22, -0.07, -0.03], [-0.36, -0.08, 0.06], [-0.06, 0.58, -0.36], [0.19, -0.24, -0.30], [0.22, -0.07, 0.33], [-0.01, 0.13, -0.14], [0.18, -0.57, 0.33], [0.26, 0.58, 0.62], [0.53, 0.30, 0.07], [-0.08, 0.01, 0.19], [-0.19, -0.05, 0.09], [0.02, 0.07, 0.25], [0.07, 0.09, -0.03], [0.12, 0.01, -0.36], [-0.22, -0.21, -0.19], [-0.07, 0.27, 1.03], [-0.52, -0.50, -0.16], [0.18, -0.47, 0.17], [0.20, 0.00, 0.01], [0.06, 0.31, 0.19], [0.23, 0.05, 0.09], [0.00, 0.29, -0.12], [-0.21, 0.11, -0.04], [-0.23, -0.14, 0.05], [0.15, -0.19, 0.15], [0.10, 0.18, -0.42], [0.09, -0.23, -0.33], [0.06, -0.39, 0.07], [0.04, -0.11, 0.49], [-0.09, 0.22, 0.22], [-0.37, -0.20, 0.39], [0.26, -0.23, 0.37], [0.46, 1.33, -0.02], [0.33, 0.16, 0.31], [-0.16, 0.38, -0.21]]
}